Entry 1:
Computed, not measured: C23H30I2N5O4SSc as an isolated structure, with the ωB97M-V functional and the def2-TZVPD basis.

Computed properties:
HOMO level (eV): -14.62
Total energy (eV): -87707.3218
Multiplicity: 1
Energy relative to the best compared isomer or geometry (same formula, charge and spin) (kJ/mol): 20.7
Orbital gap (eV): 9.068
Charge: +2
Lowest unoccupied orbital energy (eV): -5.55

Geometry (Å):
Sc: -0.465 -0.399 -0.471
I: 0.365 2.805 0.962
C: -1.650 3.449 0.900
I: -2.773 2.662 -0.723
H: -1.649 4.527 0.796
H: -2.115 3.111 1.818
O: 0.021 -2.375 -1.291
C: -0.541 -3.640 -0.799
C: 0.145 -4.081 0.473
C: 0.097 -3.029 1.595
C: 1.274 -2.088 1.638
C: 2.315 -2.342 2.521
C: 3.416 -1.508 2.560
C: 3.465 -0.421 1.700
C: 2.399 -0.220 0.852
N: 1.322 -1.023 0.811
H: 0.970 -2.504 -1.429
H: -0.446 -4.372 -1.600
H: -1.595 -3.423 -0.640
H: 1.177 -4.377 0.266
H: -0.364 -4.987 0.807
H: 0.061 -3.535 2.559
H: -0.836 -2.465 1.541
H: 2.244 -3.192 3.186
H: 4.224 -1.700 3.252
H: 4.302 0.261 1.690
H: 2.394 0.621 0.171
C: -2.091 -0.388 -4.927
C: -2.001 -1.082 -3.581
N: -1.380 -0.151 -2.618
C: -0.148 0.412 -3.039
N: 0.603 0.713 -2.007
C: 1.884 1.388 -2.258
C: 1.885 2.081 -3.610
C: 1.442 1.113 -4.691
N: 0.140 0.540 -4.321
C: -0.703 0.008 -5.405
H: -2.727 0.496 -4.833
H: -2.550 -1.035 -5.674
H: -1.381 -1.979 -3.628
H: -2.975 -1.364 -3.187
H: -2.025 0.612 -2.411
H: 2.691 0.650 -2.211
H: 2.050 2.113 -1.463
H: 2.881 2.460 -3.837
H: 1.206 2.937 -3.587
H: 2.165 0.305 -4.836
H: 1.312 1.620 -5.646
H: -0.180 -0.852 -5.831
H: -0.763 0.772 -6.180
O: -0.703 -0.607 3.699
S: -1.747 0.141 3.069
O: -1.914 1.528 3.371
N: -1.597 -0.061 1.419
C: -2.598 -0.784 0.924
O: -2.500 -1.141 -0.293
C: -3.651 -1.149 1.882
C: -4.834 -1.837 1.671
C: -5.656 -2.051 2.770
C: -5.296 -1.590 4.034
C: -4.105 -0.901 4.248
C: -3.302 -0.696 3.147
H: -5.107 -2.185 0.685
H: -6.591 -2.579 2.645
H: -5.956 -1.770 4.872
H: -3.829 -0.545 5.231

***

Entry 2:
Computed, not measured: one molecule with the formula C23H30N2O3, with the ωB97M-V functional and the def2-TZVPD basis.

Computed properties:
HOMO level (eV): -8.68
Total energy (eV): -33460.8433
Multiplicity: 1
Energy relative to the best compared isomer or geometry (same formula, charge and spin) (kJ/mol): 148.4
SMILES: COCCNC(=O)c1cccc(OC2CCN(Cc3ccccc3C)CC2)c1
Orbital gap (eV): 9.337
Charge: 0
Lowest unoccupied orbital energy (eV): 0.66

Geometry (Å):
C: 2.158 -7.981 -3.379
O: 2.588 -6.653 -3.526
C: 1.559 -5.715 -3.322
C: 2.112 -4.321 -3.638
N: 1.181 -3.275 -3.295
C: 0.256 -2.821 -4.183
O: 0.204 -3.214 -5.331
C: -0.683 -1.795 -3.641
C: -1.968 -1.742 -4.175
C: -2.862 -0.798 -3.713
C: -2.495 0.111 -2.734
C: -1.205 0.084 -2.210
O: -0.708 0.934 -1.276
C: -1.505 2.000 -0.781
C: -2.469 1.528 0.313
C: -1.695 1.071 1.547
N: -0.887 2.163 2.049
C: -0.290 1.884 3.342
C: 0.174 3.148 4.022
C: -0.454 4.349 3.719
C: -0.071 5.529 4.327
C: 0.951 5.517 5.259
C: 1.571 4.323 5.578
C: 1.196 3.129 4.975
C: 1.884 1.853 5.361
C: 0.118 2.524 1.066
C: -0.554 3.047 -0.198
C: -0.307 -0.882 -2.668
H: 1.779 -8.168 -2.366
H: 3.026 -8.610 -3.563
H: 1.368 -8.226 -4.100
H: 0.702 -5.928 -3.977
H: 1.209 -5.756 -2.275
H: 2.306 -4.253 -4.710
H: 3.046 -4.175 -3.093
H: 1.079 -3.038 -2.322
H: -2.241 -2.445 -4.946
H: -3.862 -0.759 -4.118
H: -3.218 0.839 -2.400
H: -2.066 2.452 -1.612
H: -3.118 2.361 0.584
H: -3.085 0.704 -0.051
H: -2.403 0.771 2.325
H: -1.078 0.192 1.283
H: 0.545 1.169 3.249
H: -1.054 1.415 3.974
H: -1.251 4.339 2.991
H: -0.570 6.454 4.077
H: 1.262 6.433 5.741
H: 2.364 4.315 6.313
H: 2.597 2.033 6.162
H: 2.425 1.433 4.513
H: 1.162 1.112 5.700
H: 0.755 3.302 1.491
H: 0.752 1.657 0.806
H: -1.129 3.941 0.041
H: 0.204 3.301 -0.939
H: 0.695 -0.863 -2.267

***

Entry 3:
Computed, not measured: C23H30N2O5S as an isolated structure at a distorted geometry, with the ωB97M-V functional and the def2-TZVPD basis.

Computed properties:
HOMO level (eV): -7.92
Total energy (eV): -48368.1906
Multiplicity: 1
Energy relative to the best compared isomer or geometry (same formula, charge and spin) (kJ/mol): 2322.2
Orbital gap (eV): 7.514
Charge: 0
Lowest unoccupied orbital energy (eV): -0.41

Geometry (Å):
C: -3.896 -3.498 -1.442
H: -4.540 -3.838 -0.800
O: -2.557 -3.117 -0.942
C: -2.608 -2.216 -0.022
C: -3.755 -1.624 0.232
C: -3.753 -0.512 1.362
C: -2.572 -0.236 2.064
C: -1.391 -0.826 1.409
C: -1.480 -1.846 0.497
O: -0.177 -2.515 0.342
C: -0.095 -3.128 -0.732
H: 0.931 -3.430 -0.887
H: -0.323 -3.036 -1.799
H: -0.558 -4.179 -0.590
H: -0.422 -0.640 1.849
C: -2.410 1.017 2.968
H: -3.008 0.799 3.724
H: -1.361 1.011 3.324
C: -2.500 2.478 2.048
N: -1.829 2.533 1.034
C: -2.416 2.570 -0.388
O: -3.694 2.703 -0.306
C: -1.440 2.777 -1.453
C: -1.056 1.304 -1.772
C: 0.203 0.900 -1.403
N: 1.375 1.718 -1.084
S: 1.968 1.648 0.455
O: 2.735 3.221 0.488
O: 0.871 1.580 1.584
C: 3.132 0.422 0.519
C: 4.425 0.826 0.056
C: 5.286 -0.355 -0.073
C: 4.945 -1.592 0.359
C: 3.563 -1.991 0.653
C: 2.641 -0.888 0.735
H: 1.688 -0.809 1.030
H: 3.284 -2.860 0.731
C: 5.902 -2.734 0.541
H: 6.248 -2.834 -0.729
H: 5.342 -3.560 0.697
H: 6.844 -2.613 1.066
H: 6.208 -0.065 0.031
H: 4.609 1.689 -0.069
C: 1.022 2.804 -1.743
C: -0.335 3.667 -1.390
H: -0.226 4.463 -1.894
H: -0.035 3.770 -0.225
H: 1.200 2.602 -2.806
H: 1.949 3.676 -1.634
H: 0.461 -0.113 -1.589
H: -0.083 0.518 -0.196
H: -1.801 0.604 -1.866
H: -0.556 1.339 -3.108
H: -2.007 2.967 -2.211
H: -0.691 2.240 1.154
H: -3.604 2.533 2.001
H: -2.404 3.149 2.710
H: -4.667 0.136 1.618
H: -4.712 -1.570 -0.031
H: -4.189 -2.653 -1.792
H: -3.676 -4.385 -2.307

***

Entry 4:
Computed, not measured: an isolated ion of composition C23H30N3O and charge +1, with the ωB97M-V functional and the def2-TZVPD basis.

Computed properties:
HOMO level (eV): -10.48
Total energy (eV): -30850.1782
Multiplicity: 1
Energy relative to the best compared isomer or geometry (same formula, charge and spin) (kJ/mol): 15.8
SMILES: Cc1ccc(NC(=O)CC[NH+]2CCN(C/C=C/c3ccccc3)CC2)cc1
Orbital gap (eV): 8.352
Charge: +1
Lowest unoccupied orbital energy (eV): -2.12

Geometry (Å):
C: 1.127 -5.126 -6.088
C: 1.067 -4.152 -4.957
C: 2.123 -3.277 -4.721
C: 2.090 -2.389 -3.664
C: 0.985 -2.359 -2.823
N: 0.979 -1.463 -1.717
C: 0.111 -0.503 -1.423
O: 0.221 0.154 -0.381
C: -0.992 -0.177 -2.419
C: -2.298 0.177 -1.701
N: -2.073 1.232 -0.694
C: -2.039 2.598 -1.248
C: -1.736 3.581 -0.094
N: -1.221 2.790 0.998
C: -0.372 3.451 1.975
C: 0.451 2.409 2.667
C: 0.604 2.316 3.985
C: 1.395 1.319 4.692
C: 1.899 0.175 4.070
C: 2.644 -0.744 4.783
C: 2.903 -0.543 6.129
C: 2.405 0.584 6.761
C: 1.655 1.502 6.051
C: -2.284 2.009 1.594
C: -2.971 1.206 0.473
C: -0.071 -3.236 -3.035
C: -0.025 -4.119 -4.098
H: 0.135 -5.478 -6.357
H: 1.596 -4.679 -6.961
H: 1.725 -5.990 -5.797
H: 2.984 -3.296 -5.371
H: 2.916 -1.718 -3.487
H: 1.757 -1.551 -1.071
H: -0.641 0.671 -3.013
H: -1.160 -1.007 -3.103
H: -2.670 -0.711 -1.184
H: -3.058 0.497 -2.419
H: -1.070 1.018 -0.311
H: -2.998 2.821 -1.721
H: -1.255 2.646 -2.004
H: -2.646 4.140 0.183
H: -0.984 4.304 -0.409
H: 0.292 4.128 1.430
H: -0.950 4.045 2.700
H: 0.923 1.711 1.990
H: 0.126 3.054 4.619
H: 1.699 -0.001 3.024
H: 3.026 -1.626 4.288
H: 3.486 -1.263 6.682
H: 2.600 0.745 7.811
H: 1.270 2.380 6.550
H: -3.025 2.638 2.116
H: -1.829 1.342 2.329
H: -3.934 1.639 0.193
H: -3.133 0.175 0.788
H: -0.911 -3.247 -2.356
H: -0.847 -4.801 -4.254

***

Entry 5:
Computed, not measured: C23H30NO7Ru as an isolated structure at a distorted geometry, with the ωB97M-V functional and the def2-TZVPD basis.

Computed properties:
⟨S²⟩: 8.784
HOMO level (spin up / spin down) (eV): 2.07 / -2.37
Total energy (eV): -42732.4980
Multiplicity: 6
Orbital gap (spin up / spin down) (eV): 2.816 / 7.047
Charge: -2
Lowest unoccupied orbital energy (spin up / spin down) (eV): 4.89 / 4.68

Geometry (Å):
C: 0.221 -0.339 -3.454
C: -0.148 -0.933 -2.078
C: 0.082 1.194 -3.308
C: -1.048 1.343 -2.279
H: -0.173 1.655 -4.272
H: 1.041 1.596 -2.946
C: -1.315 -0.060 -1.641
H: 0.732 -0.810 -1.427
H: -0.403 -2.000 -2.153
C: -1.487 0.200 -0.145
H: -2.236 -0.490 -2.069
H: -1.978 1.663 -2.782
C: -0.829 2.265 -1.038
C: 1.543 -0.862 -3.967
C: -0.656 -0.860 -4.605
O: -0.901 -0.252 -5.625
O: 2.398 -1.418 -3.294
O: 1.650 -0.716 -5.300
O: -1.063 -2.126 -4.337
C: -0.634 -3.223 -5.178
H: -0.280 -3.998 -4.491
H: 0.165 -2.913 -5.863
H: -1.513 -3.556 -5.736
C: 2.949 -1.034 -5.784
H: 3.700 -0.488 -5.203
H: 2.940 -0.725 -6.826
H: 3.134 -2.110 -5.680
O: -1.502 1.622 0.078
H: -0.671 -0.237 0.464
H: -2.447 -0.194 0.218
C: -1.484 3.623 -1.268
C: 0.644 2.454 -0.664
H: 1.147 3.106 -1.387
H: 1.177 1.498 -0.602
H: 0.687 2.926 0.326
H: -1.345 4.251 -0.380
H: -2.555 3.492 -1.465
H: -1.023 4.116 -2.134
Ru: 0.065 -0.391 4.336
C: -1.802 -0.123 5.561
C: -2.227 0.095 4.215
C: -1.881 -1.052 3.433
H: -2.727 0.985 3.842
C: -1.211 -1.996 4.292
C: -1.166 -1.414 5.627
H: -0.792 -1.895 6.523
H: -1.928 0.555 6.402
H: -2.078 -1.195 2.374
H: -0.885 -2.994 4.018
C: 2.142 0.595 4.682
C: 1.765 -0.391 5.658
C: 1.544 -1.642 4.959
H: 1.681 -0.238 6.729
C: 1.750 -1.399 3.541
C: 2.142 -0.020 3.391
H: 2.356 0.473 2.449
H: 2.378 1.626 4.901
H: 1.348 -2.598 5.416
H: 1.676 -2.142 2.755
O: -0.112 2.412 5.486
N: -0.286 2.917 4.360
O: -0.273 2.167 3.347

***

Entry 6:
Computed, not measured: C23H31AuClN6O4Sb as an isolated structure at a distorted geometry, with the ωB97M-V functional and the def2-TZVPD basis.

Computed properties:
HOMO level (eV): -14.76
Total energy (eV): -64213.2083
Multiplicity: 1
Energy relative to the best compared isomer or geometry (same formula, charge and spin) (kJ/mol): 97.7
Orbital gap (eV): 6.890
Charge: +2
Lowest unoccupied orbital energy (eV): -7.87

Geometry (Å):
Au: -0.359 0.618 0.134
C: -3.478 0.269 0.677
C: -3.036 1.694 0.754
C: -3.953 2.733 0.670
C: -3.530 4.039 0.790
C: -2.194 4.288 1.074
C: -1.306 3.236 1.141
N: -1.733 1.973 0.946
Sb: 0.699 3.565 1.843
C: 0.787 1.515 2.586
C: 1.335 1.492 3.859
C: 1.390 0.317 4.591
C: 0.836 -0.811 4.034
C: 0.287 -0.778 2.755
C: -0.363 -2.011 2.227
N: 0.312 0.364 2.038
C: 1.718 3.294 0.014
C: 2.499 4.343 -0.422
C: 3.167 4.224 -1.636
C: 3.001 3.059 -2.339
C: 2.183 2.039 -1.841
C: 2.005 0.825 -2.687
N: 1.558 2.149 -0.665
H: -4.485 0.178 1.079
H: -3.497 -0.081 -0.353
H: -2.816 -0.367 1.260
H: -4.996 2.497 0.516
H: -4.237 4.852 0.700
H: -1.852 5.300 1.248
H: 1.712 2.410 4.290
H: 1.820 0.297 5.583
H: 0.799 -1.743 4.580
H: -0.532 -2.706 3.045
H: -1.315 -1.799 1.746
H: 0.288 -2.489 1.501
H: 2.595 5.243 0.172
H: 3.788 5.022 -2.014
H: 3.494 2.912 -3.289
H: 2.970 0.340 -2.847
H: 1.310 0.118 -2.254
H: 1.622 1.116 -3.665
O: -1.083 0.696 -3.883
Cl: -1.938 0.848 -2.781
O: -2.910 1.852 -2.916
O: -2.466 -0.394 -2.322
O: -1.022 1.374 -1.614
C: 1.840 -4.120 0.250
N: 1.555 -2.829 -0.366
C: 2.629 -1.860 -0.315
C: 0.329 -2.503 -0.819
N: -0.056 -1.230 -0.900
N: -0.497 -3.488 -1.228
C: -0.004 -4.653 -1.963
C: -1.935 -3.286 -1.318
H: 2.414 -3.949 1.161
H: 2.423 -4.769 -0.403
H: 0.910 -4.620 0.513
H: 3.575 -2.386 -0.437
H: 2.653 -1.327 0.641
H: 2.523 -1.144 -1.119
H: -0.853 -1.174 -1.527
H: 1.056 -4.544 -2.174
H: -0.536 -4.705 -2.914
H: -0.180 -5.575 -1.407
H: -2.277 -2.651 -0.503
H: -2.414 -4.258 -1.225
H: -2.225 -2.843 -2.273

***

Entry 7:
Computed, not measured: one molecule with the formula C23H31ClN4O, with the ωB97M-V functional and the def2-TZVPD basis.

Computed properties:
HOMO level (eV): -8.33
Total energy (eV): -44885.1588
Multiplicity: 1
Energy relative to the best compared isomer or geometry (same formula, charge and spin) (kJ/mol): 19.8
SMILES: O=C(Nc1ccnn1C1CCN(CCCC2CCCC2)CC1)c1ccccc1Cl
Orbital gap (eV): 8.702
Charge: 0
Lowest unoccupied orbital energy (eV): 0.37

Geometry (Å):
O: -6.023 -1.725 0.168
C: -5.305 -0.750 0.129
N: -3.949 -0.793 0.250
C: -3.209 -1.935 0.513
C: -3.583 -3.261 0.602
C: -2.389 -3.931 0.890
N: -1.375 -3.095 0.970
N: -1.871 -1.876 0.744
C: -1.048 -0.686 0.736
C: -0.754 -0.228 -0.700
C: 0.243 -1.168 -1.373
N: 1.486 -1.157 -0.629
C: 2.587 -1.785 -1.338
C: 3.937 -1.258 -0.848
C: 4.031 0.255 -1.030
C: 5.280 0.857 -0.385
C: 5.262 0.734 1.151
C: 5.775 2.074 1.672
C: 5.191 3.067 0.674
C: 5.405 2.371 -0.670
C: 1.264 -1.742 0.683
C: 0.270 -0.903 1.481
C: -5.859 0.618 -0.141
C: -6.933 0.674 -1.029
C: -7.542 1.872 -1.350
C: -7.094 3.046 -0.769
C: -6.048 3.014 0.136
C: -5.436 1.809 0.445
Cl: -4.167 1.853 1.635
H: -3.440 0.079 0.228
H: -4.566 -3.662 0.481
H: -2.234 -4.981 1.039
H: -1.612 0.099 1.263
H: -1.672 -0.190 -1.289
H: -0.321 0.772 -0.662
H: 0.435 -0.816 -2.389
H: -0.191 -2.183 -1.435
H: 2.558 -2.884 -1.243
H: 2.488 -1.539 -2.399
H: 4.732 -1.752 -1.410
H: 4.073 -1.510 0.204
H: 4.035 0.480 -2.099
H: 3.139 0.710 -0.596
H: 6.155 0.337 -0.786
H: 5.865 -0.102 1.505
H: 4.236 0.583 1.493
H: 5.464 2.271 2.698
H: 6.865 2.104 1.630
H: 5.670 4.045 0.717
H: 4.125 3.197 0.865
H: 6.402 2.600 -1.047
H: 4.683 2.700 -1.417
H: 2.212 -1.763 1.222
H: 0.884 -2.772 0.603
H: 0.707 0.078 1.673
H: 0.073 -1.395 2.434
H: -7.277 -0.256 -1.455
H: -8.366 1.889 -2.046
H: -7.562 3.989 -1.008
H: -5.705 3.920 0.610